DFT (the ωB97M-V functional and the def2-TZVPD basis) results for a 5-piece molecular cluster, C2H15NO5 overall at a distorted geometry.

```
23
Properties=species:S:1:pos:R:3:forces:R:3:mulliken_charge:R:1
N 1.6986 -2.0696 -1.2874 0.592 -1.169 -1.342 -0.535
C 1.8211 -1.9251 0.1223 -0.333 0.386 0.990 -0.329
C 0.6633 -2.4565 1.0050 -0.341 -1.464 1.021 -0.320
O 0.3990 -1.6422 2.1127 -0.033 0.753 1.530 -0.517
H 1.6234 -3.0392 -1.5646 0.201 -0.095 0.021 0.210
H 0.9585 -1.6038 -1.7865 -0.307 0.474 0.539 0.222
H 1.7992 -0.8642 0.3331 0.360 0.462 0.138 0.202
H 2.8225 -2.3069 0.4965 -1.210 0.316 -0.537 0.279
H 0.9908 -3.3607 1.5705 -0.134 -0.012 -1.076 0.232
H -0.2989 -2.7205 0.4911 0.966 0.317 -0.211 0.261
H -0.3171 -0.9883 2.0593 0.661 -0.426 -0.844 0.335
O -1.2291 -0.5932 -2.3162 0.419 -0.435 0.605 -0.616
H -1.8091 -1.0011 -2.9703 0.032 0.670 0.065 0.291
H -1.2659 0.3674 -2.3132 -0.384 -0.126 -0.634 0.316
O 0.8070 2.7638 -0.0944 0.383 -0.064 -0.158 -0.628
H 1.1353 2.1034 0.5286 -0.193 0.145 -0.041 0.332
H -0.1426 2.6365 -0.1160 -0.097 0.028 0.219 0.300
O -1.9922 5.1832 0.4983 1.241 -0.179 -0.723 -0.619
H -2.3915 6.0519 0.5019 -0.602 -0.268 0.401 0.312
H -2.4776 4.4893 0.9344 -0.673 0.428 0.332 0.308
O -0.7133 0.4321 0.9025 -0.823 0.409 -0.186 -0.666
H -1.6825 0.3741 0.8654 0.407 0.031 -0.174 0.328
H -0.3989 0.1697 0.0269 -0.133 -0.181 0.066 0.301
```
Positions in Å, forces in eV/Å.

Calculated values
Kohn-Sham gap: 8.56 eV
HOMO level: -8.618 eV
Maximum force: 0.0365 Eh/bohr
Relative energy (zero: lowest compared OMol25 entry of this formula, charge and spin): 38.4 kcal/mol
SMILES string: NCCO.O.O.O.O